A 3-piece molecular cluster, C23H28N4O4 overall. Source: the Open Molecules 2025 dataset; level of theory: ωB97M-V/def2-TZVPD.

Geometry as XYZ:
```
59
Properties=species:S:1:pos:R:3:forces:R:3
C 7.37777 -4.51999 0.41042 0.0774 0.4466 0.6720
C 7.14042 -3.10012 1.25599 -0.8257 -1.1568 0.8450
C 5.56724 -2.59514 1.10524 0.8217 0.0062 0.0272
C 5.15548 -2.13418 -0.41357 -0.7891 0.1604 0.0584
C 3.68929 -1.34924 -0.30861 0.1860 0.6864 -0.3192
C 2.66628 -2.01838 0.79085 0.1725 -0.3558 0.1559
C 1.07824 -1.72645 0.50642 0.1036 1.2610 0.8470
C 0.05604 -2.91982 0.97557 -0.5513 0.0998 -0.3087
C -0.07567 -3.07753 2.60363 -0.9968 -0.5963 7.9017
N -0.22702 -3.18992 3.88414 1.4098 0.9890 -11.5870
C 0.38686 -4.40208 0.35702 0.6858 -1.0236 -0.1422
C 0.40192 -4.46263 -1.28733 -4.3309 0.2216 -8.0724
N 0.03358 -4.48262 -2.54983 3.7875 0.1830 11.8770
H 7.00854 -5.44674 1.06582 0.5960 2.1185 -1.5547
H 6.78922 -4.45930 -0.60009 1.3187 -0.3361 1.8886
H 8.52666 -4.68306 0.24359 -2.2644 0.3297 0.0890
H 7.93054 -2.27500 1.00349 -1.6189 -1.5793 0.3255
H 7.25256 -3.41720 2.40145 -0.0021 0.9829 -2.4122
H 4.91292 -3.50665 1.51196 1.2740 2.1092 -1.0547
H 5.36596 -1.65171 1.80560 0.5396 -2.1004 -1.3901
H 5.04660 -3.03535 -1.18142 0.2563 1.7755 1.8207
H 5.95547 -1.38456 -0.88337 -1.6868 -1.6392 1.1884
H 3.90725 -0.22277 0.01213 -0.5164 -2.3990 -0.6414
H 3.18932 -1.28838 -1.39061 0.9919 -0.2637 2.4030
H 2.94887 -1.63046 1.88332 -0.6920 -0.8771 -2.4452
H 2.85328 -3.17575 0.80684 -0.3852 2.1472 -0.1287
H 0.86635 -1.39815 -0.61763 0.4154 -1.1206 2.3602
H 0.79199 -0.77036 1.16154 0.4716 -2.0662 -1.5222
H -1.01988 -2.61877 0.55690 2.2574 -0.6918 1.2238
H -0.42007 -5.15227 0.79351 1.5995 1.5060 -1.3840
H 1.44079 -4.83992 0.70628 -2.3335 1.2273 -0.7369
O -0.51863 1.39521 1.19011 -1.1058 -0.3059 -1.2607
N -1.37171 1.18570 0.31486 1.0821 0.0800 -0.3533
O -1.11843 1.02758 -0.88800 -0.2442 0.1826 1.7094
C -2.77794 1.12584 0.73129 -0.9065 0.0138 0.3196
C -3.11324 1.33639 2.07591 -0.0072 0.0095 -0.0628
C -4.45464 1.30228 2.46178 0.0915 -0.0866 -0.4234
C -5.44920 1.05576 1.51404 0.1728 -0.0415 -0.0236
C -5.11158 0.83602 0.17750 0.3186 -0.0136 0.2699
C -3.77376 0.87051 -0.22088 -0.0543 0.0181 0.0341
H -2.35003 1.52982 2.82654 -0.0434 -0.0599 -0.3484
H -4.72555 1.47110 3.50181 0.1208 -0.0317 -0.2229
H -6.49418 1.03572 1.81869 0.2311 0.0247 -0.0821
H -5.89220 0.64160 -0.55468 0.2159 0.0765 0.1254
H -3.52725 0.70047 -1.26685 0.1451 0.0751 0.3062
O -5.22414 4.01616 0.35684 -0.3795 0.1234 -1.8131
N -5.43966 4.07665 -0.86283 -0.7364 -0.6753 0.8219
O -6.35886 3.48135 -1.44313 1.2586 0.7867 0.8647
C -4.54171 4.90605 -1.67539 0.6471 0.5307 -0.5489
C -3.46629 5.56709 -1.06608 -0.0374 -0.0394 -0.0574
C -2.60128 6.33503 -1.84802 -0.3208 -0.1975 -0.1618
C -2.81232 6.44425 -3.22340 -0.0920 -0.0743 0.0723
C -3.89023 5.79336 -3.82593 0.0581 -0.0424 0.4179
C -4.76040 5.02022 -3.05474 0.0355 -0.0028 0.0451
H -3.28818 5.49193 0.00443 -0.2168 -0.1245 -0.2568
H -1.75984 6.84650 -1.38549 -0.2072 -0.1375 -0.0522
H -2.13188 7.03960 -3.82983 -0.1487 -0.1225 0.1309
H -4.04976 5.88574 -4.89797 -0.0126 -0.0550 0.2422
H -5.59393 4.51657 -3.53982 0.1640 0.0447 0.3243
```
Positions in Å, forces in eV/Å.

- SMILES: CCCCCCC[C@H](C#N)CC#N.O=[N+]([O-])c1ccccc1.O=[N+]([O-])c1ccccc1
- HOMO level: -10.03 eV

One molecule with the formula C23H28N4O5S. Source: the Open Molecules 2025 dataset; level of theory: ωB97M-V/def2-TZVPD.

Geometry as XYZ:
```
61
Properties=species:S:1:pos:R:3:forces:R:3
C -1.88100 -4.15617 4.63534 0.0302 0.1562 -0.2988
C -1.91902 -3.47021 3.27317 -0.5305 -0.2579 0.1380
N -0.59769 -3.12334 2.81189 0.3181 -0.3183 -1.0272
C 0.10843 -2.03383 3.45753 0.5910 0.1644 0.1775
C 1.40782 -2.52573 4.08406 -0.1645 0.1950 -0.0635
S -0.27732 -3.33705 1.19817 -0.3182 -0.0641 0.1678
O 1.13621 -3.21953 1.01015 0.0375 0.4246 0.1013
O -0.93331 -4.54437 0.78615 -0.2406 0.1960 0.0277
C -1.08875 -1.95132 0.39890 0.2357 -0.4686 0.1986
C -2.41849 -2.05781 0.04560 -0.0788 -0.1796 0.0109
C -3.06560 -0.96929 -0.51304 0.0911 0.1700 0.0388
C -2.39306 0.23428 -0.70660 0.2155 -0.2463 0.1741
N -2.98695 1.36627 -1.28784 0.0370 0.0791 -0.1845
C -4.14784 1.17195 -2.13698 -0.0007 0.3177 -0.2928
C -4.32604 2.44175 -2.97503 -0.0906 -0.3674 -0.0789
O -4.50514 3.57678 -2.15892 -0.1162 0.0678 0.0139
C -3.41066 3.75258 -1.29300 0.1259 -0.0817 0.3758
C -3.19639 2.51576 -0.41709 -0.1459 0.3919 -0.0483
C -1.02570 0.31129 -0.37080 -0.1493 -0.1652 0.1728
N -0.35300 1.49887 -0.68687 -0.2935 0.0395 -0.0665
C 0.86023 1.89623 -0.23207 -0.1992 0.4839 -0.0679
O 1.47929 1.37176 0.66258 0.1360 -0.1100 0.1317
C 1.37677 3.16038 -0.94313 -0.1746 -0.0441 0.0057
O 2.72452 3.40614 -0.64024 0.1978 -0.0905 0.0266
C 3.66142 2.44525 -0.85088 0.2980 -0.1385 -0.0924
C 4.89205 2.68749 -0.23748 -0.1892 0.0421 -0.0500
C 5.94730 1.81399 -0.38266 -0.1460 0.0147 -0.0400
C 5.80528 0.66279 -1.14780 0.0369 -0.1159 -0.0458
C 4.60489 0.40825 -1.76949 0.0841 0.1100 0.1083
C 3.52430 1.29247 -1.64090 0.7362 0.3298 0.4717
C 2.35651 0.94459 -2.34877 -0.5489 -0.2410 -0.5765
N 1.44012 0.62792 -2.96597 -0.1152 -0.0734 -0.1111
C -0.38268 -0.78331 0.18608 0.2168 0.0955 -0.0326
H -2.88329 -4.46768 4.91813 -0.0900 -0.0075 0.0831
H -1.23967 -5.03110 4.58508 0.0621 -0.1120 0.0313
H -1.49676 -3.48451 5.39893 0.0329 0.0404 0.1428
H -2.56697 -2.58049 3.31558 0.0523 -0.0810 -0.0576
H -2.31747 -4.16213 2.53046 -0.1923 0.0684 0.1648
H 0.33575 -1.26150 2.71616 -0.0614 0.1351 0.1750
H -0.54356 -1.59290 4.21682 -0.0443 -0.0171 -0.1379
H 1.20521 -3.28555 4.83411 -0.0066 -0.0798 0.1007
H 2.03046 -2.95698 3.30610 0.1017 -0.0309 0.0114
H 1.93592 -1.69614 4.54743 0.1122 0.0670 0.0876
H -2.92848 -2.99520 0.19661 -0.1369 -0.0963 -0.0243
H -4.10481 -1.05436 -0.78870 -0.1040 0.0152 -0.0382
H -3.97231 0.31977 -2.79413 -0.0525 -0.0040 0.0006
H -5.06531 1.00367 -1.55149 0.0475 -0.0604 -0.0236
H -5.21870 2.37139 -3.59778 0.0743 -0.0446 -0.0083
H -3.44244 2.57738 -3.61679 -0.0765 -0.0446 0.0315
H -3.64191 4.62549 -0.68050 0.0882 -0.0454 -0.0101
H -2.49840 3.95059 -1.87911 -0.0353 0.0010 0.0570
H -2.33700 2.65620 0.23839 -0.0383 0.0055 -0.0132
H -4.09225 2.36630 0.20717 0.0924 -0.0055 0.0107
H -0.78780 2.00942 -1.44558 0.1274 -0.0163 -0.0338
H 1.21212 3.09260 -2.02579 -0.0405 0.0433 0.2034
H 0.83822 4.03170 -0.55464 0.0110 -0.1541 -0.0776
H 4.98222 3.57986 0.36124 0.0019 0.0905 0.0685
H 6.88510 2.02443 0.10856 0.0711 0.0340 0.0480
H 6.62650 -0.02834 -1.25389 0.0598 -0.0611 -0.0165
H 4.47005 -0.47933 -2.36985 -0.0129 -0.0386 -0.0314
H 0.66933 -0.75018 0.41409 0.0707 0.0834 -0.0085
```
Positions in Å, forces in eV/Å.

- SMILES: CCN(CC)S(=O)(=O)c1ccc(N2CCOCC2)c(NC(=O)COc2ccccc2C#N)c1
- HOMO level: -8.49 eV

Energy relative to the best compared isomer or geometry (same formula, charge and spin), record by record: 354.94, 77.53 kcal per mole